2 unconnected molecules or ions with the total composition C5H11NO, computed with ωB97M-V/def2-TZVPD.

```
18
Properties=species:S:1:pos:R:3:forces:R:3:nbo_charge:R:1
C 0.5563 -2.4523 -0.7535 -0.02 -0.04 0.03 -0.613
C 0.3087 -1.0115 -1.1145 0.13 -0.12 -0.13 -0.067
C -1.0339 -0.3852 -1.0581 -0.22 -0.01 -0.17 -0.248
N -0.0392 -0.1068 -0.0281 0.09 0.09 0.13 -0.463
C 0.5734 1.1799 -0.0282 0.07 0.09 0.13 -0.178
C 0.8604 1.7190 1.1571 0.05 0.16 -0.27 0.149
O 0.5732 1.1124 2.3311 -0.06 -0.21 -0.08 -0.681
H 1.5571 -2.5745 -0.3253 -0.12 0.02 -0.07 0.216
H 0.4787 -3.0969 -1.6355 0.01 0.09 0.11 0.214
H -0.1721 -2.7908 -0.0108 0.07 0.06 -0.10 0.215
H 0.9872 -0.5959 -1.8623 -0.11 -0.04 0.12 0.192
H -1.8936 -0.9696 -0.7343 0.16 0.09 -0.03 0.203
H -1.2590 0.4116 -1.7659 0.06 -0.10 0.12 0.196
H 0.7998 1.6822 -0.9691 -0.02 -0.06 0.16 0.186
H -2.0830 2.6249 1.4437 -0.04 0.00 0.01 -0.011
H 1.3258 2.6909 1.2792 -0.05 -0.13 -0.08 0.188
H -1.7104 2.3018 1.9984 -0.04 0.01 0.01 0.006
H 0.1704 0.2607 2.0760 0.05 0.10 0.12 0.496
```
Forces are in eV/Å.

Computed properties:
Kohn-Sham gap, eV: 9.7
HOMO level, eV: -8.53
Relative energy (zero: lowest compared OMol25 entry of this formula, charge and spin), kJ/mol: 317.7
Molecular weight, g/mol: 101.15

---

2 unconnected molecules or ions with the total composition CH4INS in a non-equilibrium geometry, computed with ωB97M-V/def2-TZVPD.

```
8
Properties=species:S:1:pos:R:3:forces:R:3:nbo_charge:R:1
C -0.1377 0.3154 0.0831 1.31 1.53 -0.26 0.020
N -0.5662 0.6288 1.3123 5.27 -0.49 -1.38 -0.696
S 1.0860 -1.9516 -1.0684 -0.87 0.96 0.97 -0.523
I 0.7806 -1.0623 -3.2225 -0.05 0.17 -0.09 0.005
H 0.9013 0.6438 0.0721 -0.20 -0.57 -1.20 0.209
H -1.4198 0.4124 1.5715 -5.18 -1.19 1.74 0.378
H -0.8261 0.5469 -0.7261 0.32 -0.76 -0.24 0.213
H 0.1818 0.4666 1.9778 -0.60 0.36 0.47 0.395
```
Forces are in eV/Å.

Computed properties:
Kohn-Sham gap (spin up / spin down), eV: 6.8 / 6.7
HOMO level (spin up / spin down), eV: -7.59 / -7.57
Relative energy (zero: lowest compared OMol25 entry of this formula, charge and spin), kJ/mol: 167.6
Molecular weight, g/mol: 189.02